# 1
C3H9N3O | ωB97M-V/def2-TZVPD

Values from the calculation:
LUMO energy in eV: 0.76
Charge: 0
Relative energy (zero: lowest compared OMol25 entry of this formula, charge and spin) in kcal/mol: 5.0

```
16
Properties=species:S:1:pos:R:3:lowdin_charge:R:1
N -0.981 0.044 -1.567 0.00
C -0.040 -0.958 -1.067 -0.28
C -0.083 -1.185 0.451 -0.18
N -0.115 -0.022 1.329 0.05
C 0.368 1.256 1.203 -0.64
N 1.349 1.472 0.262 0.18
O 0.014 2.128 1.968 0.04
H -1.277 0.670 -0.830 0.06
H -1.813 -0.398 -1.928 0.06
H 0.965 -0.748 -1.447 0.09
H -0.325 -1.909 -1.498 0.11
H -0.992 -1.751 0.657 0.12
H 0.742 -1.848 0.732 0.11
H -0.746 -0.113 2.102 0.13
H 1.592 2.442 0.203 0.10
H 1.343 0.921 -0.570 0.06
```


# 2
C9H14 | ωB97M-V/def2-TZVPD

Values from the calculation:
LUMO energy in eV: 0.91
Charge: 0
Relative energy (zero: lowest compared OMol25 entry of this formula, charge and spin) in kcal/mol: 54.9

```
23
Properties=species:S:1:pos:R:3:lowdin_charge:R:1
C -0.946 -1.394 -1.601 -0.06
C -1.283 -0.456 -0.540 -0.31
C -2.530 -0.437 0.105 -0.03
C -2.960 0.691 0.963 -0.06
C -1.915 1.349 1.545 -0.13
C -0.579 1.160 1.136 -0.09
C -0.265 0.319 0.074 -0.06
H -0.509 -1.095 -2.488 0.05
H -1.849 -1.839 -2.023 0.08
H -0.158 -2.024 -0.997 0.14
H -3.374 -1.069 -0.094 0.09
H -4.039 0.742 1.180 0.10
H -2.059 2.141 2.276 0.10
H 0.288 1.720 1.581 0.11
H 0.742 0.166 -0.218 0.09
C 4.266 -0.536 0.220 -0.14
C 3.939 -0.136 -1.308 -0.11
H 5.305 -0.648 0.411 0.04
H 3.615 0.117 0.908 0.08
H 4.009 -1.469 0.557 0.01
H 3.366 -0.854 -1.729 0.01
H 3.317 0.756 -1.316 0.05
H 4.978 0.001 -1.606 0.06
```


# 3
C5H9NO2 | ωB97M-V/def2-TZVPD

Values from the calculation:
LUMO energy in eV: 0.57
Charge: 0
Relative energy (zero: lowest compared OMol25 entry of this formula, charge and spin) in kcal/mol: 50.7

```
17
Properties=species:S:1:pos:R:3:lowdin_charge:R:1
H -0.419 2.750 1.529 0.07
N -0.125 2.687 0.558 0.15
C 0.025 1.553 0.079 -0.47
C 1.135 1.320 -1.071 -0.01
O -0.845 0.547 0.289 -0.01
C -0.484 -0.771 -0.117 -0.35
C -1.493 -1.747 0.476 -0.02
C 0.927 -1.079 0.370 -0.22
O 1.484 -0.497 1.266 0.09
H 1.398 2.350 -1.349 0.07
H 0.795 0.901 -2.025 0.07
H 2.062 0.863 -0.702 0.07
H -0.485 -0.833 -1.217 0.15
H -1.470 -1.697 1.563 0.10
H -1.257 -2.757 0.152 0.08
H -2.493 -1.492 0.135 0.09
H 1.243 -2.098 0.064 0.14
```


# 4
C7H13N | ωB97M-V/def2-TZVPD

Values from the calculation:
LUMO energy in eV: 1.10
Charge: 0
Relative energy (zero: lowest compared OMol25 entry of this formula, charge and spin) in kcal/mol: 96.7

```
21
Properties=species:S:1:pos:R:3:lowdin_charge:R:1
C -1.404 0.615 -2.089 -0.12
N -0.262 -0.025 -1.566 -0.04
C 0.433 0.702 -0.544 -0.27
C 1.560 0.799 0.474 -0.10
C 0.616 0.532 1.724 -0.14
C -0.783 -0.070 1.236 -0.09
C -0.267 -0.515 -0.142 -0.43
C 0.396 -1.900 -0.112 -0.02
H -2.183 -0.180 -2.283 0.11
H -1.130 1.004 -3.099 0.10
H -1.786 1.407 -1.461 0.07
H -0.192 1.536 -0.414 0.10
H 2.166 1.686 0.657 0.10
H 2.204 -0.067 0.278 0.10
H 0.484 1.480 2.220 0.09
H 1.137 -0.105 2.416 0.09
H -1.052 -0.869 1.954 0.11
H -1.597 0.638 1.123 0.10
H 0.866 -2.124 0.808 0.06
H 1.137 -1.842 -0.905 0.08
H -0.342 -2.702 -0.275 0.09
```


# 5
C2H4N2O2 | ωB97M-V/def2-TZVPD

Values from the calculation:
LUMO energy in eV: -0.04
Charge: 0
Relative energy (zero: lowest compared OMol25 entry of this formula, charge and spin) in kcal/mol: 42.1

```
10
Properties=species:S:1:pos:R:3:lowdin_charge:R:1
H -0.631 2.126 -0.202 0.05
N -1.292 1.353 -0.118 0.16
C -0.719 0.253 0.059 -0.44
N -1.438 -0.958 0.142 0.09
C 0.714 -0.160 0.038 -0.41
O 1.047 -1.356 -0.087 0.08
O 1.695 0.814 -0.011 0.06
H -2.405 -0.789 -0.034 0.07
H -1.083 -1.899 -0.323 0.16
H 1.318 1.576 0.593 0.16
```


# 6
C11H15N | ωB97M-V/def2-TZVPD

Values from the calculation:
LUMO energy in eV: 0.98
Charge: 0
Relative energy (zero: lowest compared OMol25 entry of this formula, charge and spin) in kcal/mol: 12.8

```
27
Properties=species:S:1:pos:R:3:lowdin_charge:R:1
C -3.473 0.480 0.218 -0.10
N -2.290 -0.368 0.379 -0.24
C -1.599 -0.119 1.616 -0.09
C -1.443 -0.312 -0.829 -0.29
C -0.366 -1.419 -0.824 -0.07
C 0.889 -0.716 -0.332 -0.21
C 2.066 -1.293 0.108 -0.05
C 3.122 -0.488 0.472 -0.10
C 2.983 0.906 0.385 -0.09
C 1.775 1.499 -0.045 -0.03
C 0.749 0.664 -0.466 -0.19
C -0.629 1.011 -1.000 -0.07
H -3.208 1.555 0.050 0.09
H -4.112 0.376 1.090 0.08
H -4.032 0.140 -0.663 0.08
H -0.725 -0.786 1.660 0.09
H -1.265 0.927 1.708 0.09
H -2.280 -0.386 2.421 0.08
H -2.144 -0.435 -1.631 0.12
H -0.170 -1.816 -1.830 0.12
H -0.647 -2.275 -0.188 0.12
H 2.132 -2.365 0.258 0.11
H 4.093 -0.931 0.738 0.11
H 3.855 1.565 0.635 0.11
H 1.719 2.578 -0.120 0.11
H -1.054 1.880 -0.545 0.10
H -0.571 1.263 -2.054 0.12
```


# 7
C40H42AsNP4S4Ta | ωB97M-V/def2-TZVPD

Values from the calculation:
LUMO energy (spin up / spin down) in eV: -4.38 / -4.38
Charge: +1
Relative energy (zero: lowest compared OMol25 entry of this formula, charge and spin) in kcal/mol: 45.2

```
93
Properties=species:S:1:pos:R:3:lowdin_charge:R:1
Ta -0.391 -0.405 0.103 0.76
C 1.278 -1.886 -2.679 -0.30
P 0.630 -0.247 -2.297 0.89
C 2.932 2.741 -2.334 -0.30
C 3.123 2.754 -3.711 -0.06
C 4.376 2.527 -4.262 -0.07
C 5.463 2.294 -3.438 -0.08
C 5.290 2.290 -2.065 -0.07
C 4.036 2.515 -1.513 -0.05
C -0.521 0.193 -3.617 -0.39
C -1.854 0.486 -3.346 -0.10
C -2.720 0.809 -4.382 -0.06
C -2.256 0.842 -5.687 -0.06
C -0.925 0.551 -5.963 -0.06
C -0.059 0.227 -4.934 -0.09
C 0.266 -2.782 -2.050 -0.41
C -0.143 -4.002 -2.473 -0.03
C -1.072 -4.482 -1.510 -0.04
C -1.183 -3.531 -0.547 -0.39
C -1.905 -3.668 0.745 -0.26
P -2.084 -2.034 1.513 0.96
C -3.822 -1.594 1.268 -0.43
C -4.437 -1.895 0.052 -0.11
C -5.733 -1.468 -0.190 -0.07
C -6.415 -0.737 0.776 -0.07
C -5.801 -0.434 1.982 -0.05
C -4.503 -0.858 2.232 -0.12
C -1.925 -2.357 3.283 -0.37
C -2.854 -3.212 3.888 -0.09
C -2.724 -3.536 5.225 -0.06
C -1.674 -3.009 5.971 -0.06
C -0.760 -2.157 5.379 -0.07
C -0.885 -1.833 4.035 -0.15
N -0.393 -2.404 -0.853 -0.14
H 2.269 -1.991 -2.233 0.07
H 1.365 -2.056 -3.752 0.10
H 2.278 2.943 -4.364 0.11
H 4.500 2.546 -5.337 0.11
H 6.443 2.129 -3.863 0.11
H 6.137 2.124 -1.412 0.11
H 3.928 2.522 -0.438 0.09
H -2.228 0.461 -2.330 0.04
H -3.757 1.030 -4.165 0.11
H -2.931 1.092 -6.494 0.11
H -0.564 0.577 -6.983 0.11
H 0.979 0.006 -5.157 0.11
H 0.199 -4.505 -3.364 0.11
H -1.580 -5.433 -1.507 0.11
H -1.339 -4.290 1.444 0.10
H -2.881 -4.136 0.616 0.10
H -3.907 -2.458 -0.710 0.11
H -6.213 -1.711 -1.128 0.11
H -7.427 -0.407 0.586 0.11
H -6.329 0.137 2.735 0.12
H -4.019 -0.601 3.167 0.04
H -3.682 -3.615 3.317 0.12
H -3.446 -4.193 5.692 0.11
H -1.585 -3.255 7.021 0.11
H 0.034 -1.707 5.960 0.11
H -0.204 -1.116 3.601 -0.02
S -2.759 1.343 4.658 -0.16
As -1.028 2.319 5.239 0.19
S -2.249 0.900 0.412 0.22
S -0.871 1.010 1.989 -0.03
S 0.649 1.356 4.322 -0.14
C 3.378 -0.713 -0.063 -0.24
P 2.047 -0.245 1.088 0.79
C 2.389 -1.320 2.513 -0.24
C 2.480 1.449 1.565 -0.46
C 3.459 1.657 2.529 -0.12
C 3.792 2.942 2.927 -0.05
C 3.136 4.028 2.372 -0.04
C 2.170 3.830 1.396 -0.07
C 1.842 2.547 0.973 -0.44
P 0.663 2.293 -0.397 0.84
C -0.609 3.585 -0.166 -0.29
C 1.569 3.139 -1.806 -0.28
H 4.333 -0.510 0.427 0.06
H 3.345 -0.137 -0.987 0.02
H 3.315 -1.781 -0.278 0.05
H 3.464 -1.422 2.664 0.06
H 1.967 -2.308 2.320 0.06
H 1.928 -0.898 3.406 -0.01
H 3.946 0.817 3.009 0.11
H 4.537 3.089 3.697 0.12
H 3.372 5.032 2.698 0.12
H 1.675 4.691 0.963 0.11
H -0.947 3.601 0.867 0.03
H -1.459 3.378 -0.814 0.03
H -0.201 4.561 -0.424 0.05
H 1.659 4.158 -1.418 0.09
H 0.857 3.203 -2.634 0.09
H 1.753 0.618 -2.542 0.00
```


# 8
C4H16NO6S | ωB97M-V/def2-TZVPD

Values from the calculation:
LUMO energy in eV: 3.13
Charge: -1
Relative energy (zero: lowest compared OMol25 entry of this formula, charge and spin) in kcal/mol: 0.0

```
28
Properties=species:S:1:pos:R:3:lowdin_charge:R:1
O 0.470 0.172 -2.052 -0.04
C 0.800 0.258 -0.849 -0.64
O 1.643 1.041 -0.334 -0.04
C 0.072 -0.665 0.145 -0.33
C 1.030 -1.713 0.723 -0.23
C 0.427 -3.109 0.745 -0.56
S 0.364 -3.879 -0.909 0.67
N -0.537 0.121 1.235 0.04
H -0.742 -1.154 -0.395 0.13
H 1.322 -1.432 1.738 0.11
H 1.962 -1.728 0.157 0.11
H 1.027 -3.783 1.350 0.06
H -0.573 -3.092 1.179 0.05
H 0.098 -2.755 -1.595 -0.15
H 0.223 0.614 1.699 0.09
H -1.125 0.841 0.819 0.05
H 1.963 2.492 -0.984 0.00
H 1.834 3.941 -0.504 0.03
O 2.022 3.443 -1.306 -0.11
H 0.428 3.153 -2.206 0.01
H -0.113 1.790 -2.569 0.02
O -0.415 2.725 -2.472 -0.10
H -1.386 2.511 -1.039 0.00
H -2.731 1.864 -0.666 0.04
O -1.969 2.305 -0.262 -0.10
H -2.559 -1.094 3.316 0.01
H -1.496 -1.141 2.226 -0.02
O -2.038 -1.725 2.810 -0.12
```


# 9
C4H6NO | ωB97M-V/def2-TZVPD

Values from the calculation:
LUMO energy in eV: -3.84
Charge: +1
Relative energy (zero: lowest compared OMol25 entry of this formula, charge and spin) in kcal/mol: 17.7

```
12
Properties=species:S:1:pos:R:3:lowdin_charge:R:1
C 1.864 -0.235 -0.002 0.16
N 0.182 -0.150 -0.048 -0.01
C -0.440 0.975 0.204 -0.04
C -1.825 0.720 0.146 0.04
O -1.944 -0.589 -0.183 0.12
C -0.746 -1.065 -0.241 -0.07
H 2.108 -1.287 0.274 0.11
H 2.386 -0.002 -0.918 0.08
H 1.995 0.649 0.668 0.10
H 0.024 1.958 0.375 0.16
H -2.820 1.135 0.226 0.15
H -0.785 -2.109 -0.502 0.18
```


# 10
C12H11NO | ωB97M-V/def2-TZVPD

Values from the calculation:
LUMO energy in eV: 0.71
Charge: 0
Relative energy (zero: lowest compared OMol25 entry of this formula, charge and spin) in kcal/mol: 90.5

```
25
Properties=species:S:1:pos:R:3:lowdin_charge:R:1
C 4.532 0.682 -0.176 -0.04
C 3.057 0.118 0.027 -0.34
C 2.185 0.352 1.192 -0.02
C 0.948 -0.248 1.207 0.00
C 0.586 -0.947 -0.037 -0.26
O -0.603 -1.646 -0.113 -0.01
C -1.696 -0.650 -0.277 -0.22
C -2.897 -1.254 0.231 0.00
C -4.049 -0.435 0.396 -0.10
C -4.182 0.834 -0.142 -0.13
C -3.070 1.284 -0.754 -0.08
C -1.788 0.605 -0.680 -0.03
C 1.594 -1.229 -1.027 -0.02
N 2.798 -0.629 -0.934 0.07
H 5.339 0.045 -0.221 0.03
H 4.817 1.402 0.594 0.05
H 4.686 1.387 -1.019 0.08
H 2.846 0.949 2.033 0.16
H 0.010 -0.092 1.851 0.15
H -2.762 -2.234 0.741 0.12
H -4.710 -1.091 0.959 0.10
H -4.996 1.427 0.441 0.15
H -3.118 2.297 -1.280 0.13
H -0.902 0.892 -1.120 0.09
H 1.376 -1.821 -1.892 0.11
```


# 11
C41H51N8O8PS3Y | ωB97M-V/def2-TZVPD

Values from the calculation:
LUMO energy (spin up / spin down) in eV: 3.66 / 3.66
Expectation value of S²: 0.79
Charge: -2
Relative energy (zero: lowest compared OMol25 entry of this formula, charge and spin) in kcal/mol: 18.7
Spin multiplicity: 2

```
113
Properties=species:S:1:pos:R:3:lowdin_charge:R:1
Y -0.044 1.512 -0.515 1.51
O 0.677 1.922 1.530 -0.30
N 0.836 1.674 2.834 -0.16
C -0.261 1.394 3.580 -0.04
C -0.197 1.446 4.946 -0.09
C 1.079 1.480 5.588 -0.09
C 2.218 1.470 4.782 -0.15
C 2.129 1.838 3.432 -0.77
S 3.461 2.333 2.574 0.57
H -1.093 1.283 2.945 0.08
H -1.146 1.540 5.450 0.08
H 1.213 1.473 6.654 0.08
H 3.159 1.299 5.197 0.06
O 2.268 1.624 -0.683 -0.26
C 3.023 1.748 -1.707 -0.27
C 2.775 1.379 -3.024 -0.20
C 3.553 1.830 -4.030 0.01
C 3.216 1.506 -5.391 -0.21
C 2.125 0.740 -5.754 -0.07
C 1.261 0.422 -4.738 -0.06
C 1.464 0.809 -3.380 -0.32
O 0.461 0.686 -2.564 -0.21
N 4.108 2.105 -6.311 -0.35
O 3.897 1.943 -7.544 -0.03
O 5.063 2.774 -5.841 -0.03
H 4.000 2.300 -1.552 0.12
H 4.459 2.415 -3.793 0.12
H 1.881 0.479 -6.812 0.11
H 0.254 0.205 -5.024 0.09
N -2.501 0.662 -0.233 -0.06
C -3.255 1.098 0.734 -0.69
N -3.059 0.916 2.081 0.06
C -4.149 1.372 2.737 -0.34
C -4.329 1.284 4.147 -0.06
C -5.376 1.926 4.788 -0.13
C -6.404 2.556 4.039 -0.15
C -6.357 2.535 2.660 -0.14
C -5.232 2.015 1.993 -0.53
S -4.807 2.020 0.333 0.98
H -0.891 -1.065 0.286 0.00
H -3.021 0.566 -1.119 0.05
H -3.515 0.821 4.752 0.10
H -5.483 1.938 5.891 0.09
H -7.232 3.007 4.570 0.08
H -7.087 3.072 2.047 0.09
C -3.576 7.164 -5.439 -0.07
C -2.836 6.522 -4.275 -0.27
C -1.426 6.384 -4.238 -0.07
C -0.783 5.720 -3.260 -0.07
C -1.538 5.104 -2.256 -0.25
C -2.902 5.124 -2.299 -0.07
C -3.543 5.908 -3.221 -0.06
S -0.547 4.444 -0.896 0.56
O 0.607 3.722 -1.442 -0.35
O -0.363 5.524 0.049 -0.28
O -1.427 3.306 -0.316 -0.48
H -4.604 6.806 -5.271 0.06
H -3.251 6.684 -6.400 0.09
H -3.561 8.273 -5.458 0.08
H -0.830 6.908 -5.035 0.13
H 0.340 5.724 -3.257 0.14
H -3.489 4.634 -1.489 0.12
H -4.665 6.132 -3.087 0.13
N 0.150 -0.993 0.075 -0.19
P 0.753 -2.408 0.546 0.68
N 2.386 -2.344 1.094 -0.19
C 3.021 -3.401 1.916 -0.23
C 4.319 -3.939 1.349 -0.20
C 5.309 -2.852 0.841 -0.19
C 4.568 -1.703 0.095 -0.18
C 3.302 -1.195 0.795 -0.17
N 0.450 -3.488 -0.704 -0.21
C 0.363 -3.007 -2.095 -0.19
C 0.912 -4.052 -3.041 -0.21
C 0.217 -5.393 -2.968 -0.21
C -0.050 -5.773 -1.489 -0.17
C 0.745 -4.892 -0.486 -0.23
N -0.191 -2.896 1.801 -0.20
C 0.314 -2.772 3.225 -0.20
C -0.822 -2.504 4.199 -0.18
C -1.800 -3.707 4.265 -0.21
C -1.809 -4.370 2.912 -0.22
C -1.582 -3.430 1.743 -0.18
H 2.212 -4.210 2.011 0.11
H 3.169 -3.001 2.952 0.12
H 4.161 -4.636 0.513 0.10
H 4.762 -4.567 2.079 0.08
H 6.088 -3.254 0.127 0.11
H 5.931 -2.420 1.704 0.12
H 4.369 -2.114 -0.882 0.10
H 5.184 -0.809 -0.044 0.11
H 2.778 -0.506 0.091 0.09
H 3.509 -0.588 1.694 0.10
H 0.872 -2.088 -2.270 0.09
H -0.677 -2.815 -2.339 0.12
H 2.028 -4.167 -2.954 0.13
H 0.742 -3.703 -4.062 0.11
H 0.844 -6.191 -3.388 0.10
H -0.677 -5.407 -3.628 0.11
H 0.364 -6.767 -1.228 0.10
H -1.082 -5.793 -1.303 0.08
H 1.817 -5.143 -0.610 0.11
H 0.441 -5.237 0.532 0.11
H 1.007 -1.933 3.304 0.11
H 0.843 -3.705 3.498 0.10
H -1.361 -1.629 3.879 0.10
H -0.355 -2.259 5.201 0.13
H -2.796 -3.412 4.646 0.11
H -1.465 -4.443 4.984 0.09
H -2.843 -4.750 2.874 0.11
H -1.131 -5.255 2.927 0.12
H -2.280 -2.580 1.862 0.13
H -1.759 -3.933 0.788 0.11
```


# 12
C4H11B | ωB97M-V/def2-TZVPD

Values from the calculation:
LUMO energy in eV: 0.67
Charge: 0
Relative energy (zero: lowest compared OMol25 entry of this formula, charge and spin) in kcal/mol: 27.3

```
16
Properties=species:S:1:pos:R:3:lowdin_charge:R:1
C 2.097 -0.106 -0.095 -0.16
C 0.879 0.790 -0.189 -0.22
B -0.615 -0.018 0.164 -0.27
C -1.938 0.769 0.468 -0.03
C -0.672 -1.529 -0.184 -0.04
H 2.042 -0.434 0.969 0.08
H 2.083 -0.864 -0.918 0.08
H 3.000 0.549 -0.142 0.07
H 1.049 1.702 0.526 0.12
H 0.715 1.450 -1.000 0.06
H -2.137 1.214 1.451 0.08
H -2.743 0.366 -0.028 0.03
H -1.911 1.678 -0.016 0.02
H -0.070 -2.133 0.497 0.08
H -0.164 -1.462 -1.108 0.05
H -1.616 -1.972 -0.395 0.05
```


What is the formula in the seventh record? C40H42AsNP4S4Ta